This record from OMol25 describes C39H35BrGe2InN2O4S as an isolated structure. The level of theory is ωB97M-V/def2-TZVPD.

Geometry as XYZ:
```
85
Properties=species:S:1:pos:R:3
In 0.14 0.13 0.55
C 0.81 4.34 -0.42
C 0.96 4.90 0.84
C 0.87 4.08 1.97
C 0.63 2.72 1.82
N 0.49 2.17 0.58
C 0.58 2.98 -0.50
C 0.52 1.76 2.93
C 0.64 2.10 4.29
C 0.52 1.13 5.30
C 0.28 -0.20 4.97
C 0.16 -0.56 3.63
C 0.28 0.41 2.64
H 0.87 4.94 -1.31
H 1.14 5.96 0.95
H 0.99 4.53 2.95
H 0.45 2.49 -1.46
H 0.82 3.12 4.60
H 0.61 1.42 6.34
H 0.19 -0.95 5.75
H -0.03 -1.59 3.35
O 4.36 -0.01 0.86
C 3.23 -0.41 0.40
O 2.12 0.11 0.74
C 3.26 -1.56 -0.60
C 4.53 -2.09 -0.94
C 4.68 -3.15 -1.85
C 3.56 -3.70 -2.45
C 2.30 -3.19 -2.14
C 2.14 -2.14 -1.23
S 0.52 -1.61 -0.94
H 5.42 -1.67 -0.47
H 5.67 -3.52 -2.07
H 3.65 -4.51 -3.15
H 1.42 -3.63 -2.61
C -3.95 1.66 1.18
Ge -3.06 2.45 -0.36
C -4.41 3.06 -1.63
C -2.02 3.96 0.26
Ge -1.58 0.82 -1.34
C -2.55 -0.77 -1.89
C -1.84 -1.87 -2.39
C -2.53 -3.02 -2.79
C -3.92 -3.07 -2.69
C -4.63 -1.98 -2.19
C -3.94 -0.83 -1.79
C -0.59 1.57 -2.82
C -0.85 2.87 -3.27
C -0.13 3.40 -4.34
C 0.85 2.63 -4.98
C 1.11 1.34 -4.53
C 0.39 0.80 -3.46
H -4.61 2.41 1.65
H -3.18 1.33 1.91
H -4.55 0.79 0.87
H -5.06 3.81 -1.13
H -5.03 2.21 -1.97
H -3.92 3.54 -2.50
H -2.69 4.70 0.74
H -1.50 4.44 -0.59
H -1.27 3.62 1.00
H -0.77 -1.85 -2.47
H -1.99 -3.87 -3.18
H -4.46 -3.96 -3.00
H -5.71 -2.02 -2.11
H -4.51 0.01 -1.41
H -1.60 3.48 -2.80
H -0.33 4.41 -4.68
H 1.41 3.05 -5.81
H 1.88 0.74 -5.02
H 0.62 -0.20 -3.13
Br 2.48 -7.50 3.40
C 2.23 -5.63 3.46
C 2.62 -4.90 4.57
N 2.47 -3.56 4.69
C 1.92 -2.93 3.62
C 1.50 -3.56 2.45
C 1.67 -4.95 2.38
C 0.90 -2.78 1.32
O 0.54 -3.44 0.30
O 0.79 -1.53 1.49
H 3.06 -5.38 5.44
H 1.81 -1.85 3.72
H 1.35 -5.48 1.49
H -1.22 -0.95 1.04
```

Output
<S²>: 0.768
LUMO level (alpha / beta): 3.8 / 3.8 eV
2S+1: 2
relative energy (zero: lowest compared OMol25 entry of this formula, charge and spin): 263.77 kJ/mol
HOMO energy (alpha / beta): -0.0165 / -0.0109 hartree
net charge: -2

This record from OMol25 describes C39H35Cl2LuNO2P as an isolated structure. The level of theory is ωB97M-V/def2-TZVPD.

Geometry as XYZ:
```
81
Properties=species:S:1:pos:R:3
Lu -0.58 -0.98 1.23
C -0.14 -2.72 2.97
C 1.10 -2.45 2.51
C 1.17 -2.94 1.17
C -0.09 -3.44 0.80
C -0.90 -3.32 1.95
H -0.47 -2.45 3.95
H 1.89 -1.86 3.02
H 2.01 -2.88 0.49
H -0.52 -3.86 -0.16
H -1.93 -3.53 1.96
Cl -5.08 4.21 4.34
C -3.82 3.08 4.05
C -2.43 3.30 4.43
C -1.49 2.40 4.05
C -1.78 1.27 3.21
O -0.77 0.50 2.82
C -3.10 1.11 2.79
C -3.53 -0.06 2.16
O -2.89 -1.06 1.77
C -4.09 2.01 3.27
H -2.17 4.17 5.16
H -0.49 2.47 4.54
H -4.61 -0.14 2.04
H -5.09 1.76 2.92
Cl 2.55 1.34 2.94
C 3.64 0.25 2.20
C 4.69 -0.16 3.01
C 5.54 -1.11 2.50
C 5.32 -1.68 1.26
C 4.32 -1.24 0.40
C 3.45 -0.25 0.90
P 2.04 0.26 -0.05
C 2.26 1.97 -0.50
C 3.25 2.93 -0.14
C 3.03 4.22 -0.52
C 2.02 4.63 -1.30
C 1.09 3.70 -1.73
C 1.24 2.35 -1.36
C 2.35 -0.66 -1.67
C 1.48 -1.75 -2.06
C 1.78 -2.40 -3.26
C 2.75 -1.94 -4.10
C 3.49 -0.83 -3.83
C 3.24 -0.20 -2.59
H 4.79 0.26 3.99
H 6.32 -1.52 3.26
H 5.98 -2.44 0.87
H 4.17 -1.66 -0.56
H 4.08 2.73 0.51
H 3.71 5.00 -0.14
H 2.01 5.70 -1.56
H 0.28 3.98 -2.32
H 0.42 1.70 -1.76
H 0.69 -2.15 -1.42
H 1.25 -3.28 -3.47
H 2.81 -2.43 -5.07
H 4.22 -0.48 -4.58
H 3.76 0.71 -2.30
C -1.52 -2.46 -3.06
N -2.91 -2.40 -2.74
C -3.65 -1.77 -3.80
C -3.26 -1.81 -1.43
C -3.00 -0.28 -1.19
C -4.07 0.61 -1.39
C -3.98 1.99 -1.12
C -2.84 2.48 -0.63
C -1.80 1.57 -0.35
C -1.83 0.21 -0.57
H -1.13 -3.16 -3.74
H -0.99 -2.93 -2.21
H -1.18 -1.42 -3.15
H -3.55 -2.27 -4.79
H -3.61 -0.66 -3.85
H -4.73 -1.89 -3.57
H -2.66 -2.40 -0.73
H -4.24 -2.12 -1.21
H -4.99 0.26 -1.85
H -4.77 2.70 -1.42
H -2.60 3.56 -0.50
H -0.96 2.06 0.26
```

Output
LUMO level: -0.2 eV
relative energy (zero: lowest compared OMol25 entry of this formula, charge and spin): 241.50 kJ/mol
HOMO energy: -0.2851 hartree

This record from OMol25 describes C39H35Cl2Zr as an isolated structure. The level of theory is ωB97M-V/def2-TZVPD.

Geometry as XYZ:
```
77
Properties=species:S:1:pos:R:3
Cl 2.08 -5.07 3.91
C 1.34 -4.23 2.62
C 2.14 -3.46 1.76
C 1.55 -2.81 0.69
C 0.15 -2.90 0.46
C -0.43 -2.27 -0.71
C -1.60 -2.79 -1.28
C -1.98 -2.51 -2.59
C -2.75 -3.40 -3.40
C -2.98 -3.09 -4.77
C -3.61 -3.99 -5.61
C -4.06 -5.23 -5.10
Cl -4.82 -6.35 -6.14
C -3.84 -5.56 -3.75
C -3.20 -4.66 -2.91
C -0.64 -3.66 1.36
C -0.04 -4.35 2.41
H 3.21 -3.42 1.91
H 2.14 -2.25 -0.02
H 0.23 -1.64 -1.32
H -2.24 -3.51 -0.72
H -1.66 -1.54 -3.03
H -2.63 -2.12 -5.15
H -3.78 -3.75 -6.66
H -4.20 -6.51 -3.37
H -3.03 -4.93 -1.86
H -1.73 -3.69 1.22
H -0.65 -4.98 3.06
C -2.26 4.20 -1.88
C -2.87 3.41 -0.89
C -2.27 2.24 -0.44
C -1.12 1.73 -1.13
C -0.62 0.44 -0.83
Zr 2.33 2.36 0.98
C 2.11 1.20 2.97
C 0.71 0.86 3.29
C 0.18 -0.38 2.87
C -1.18 -0.67 3.05
C -2.02 0.26 3.66
C -1.51 1.48 4.10
C -0.14 1.77 3.94
C 1.92 4.52 0.02
C 0.80 4.32 0.88
C 1.26 4.27 2.22
C 2.69 4.35 2.21
C 3.10 4.55 0.86
C 3.09 1.49 -1.45
C 3.06 0.32 -0.65
C 3.90 0.52 0.48
C 4.49 1.83 0.37
C 4.01 2.40 -0.87
C -0.40 2.65 -1.95
C -0.98 3.84 -2.35
H -2.75 5.10 -2.27
H -3.85 3.71 -0.50
H -2.67 1.66 0.40
H -0.83 0.08 0.18
H 0.42 0.30 -1.19
H 2.74 0.32 2.88
H 2.55 1.91 3.68
H 0.85 -1.12 2.43
H -1.58 -1.64 2.75
H -3.10 0.03 3.79
H -2.15 2.21 4.59
H 0.29 2.69 4.35
H 1.86 4.69 -1.06
H -0.25 4.32 0.56
H 0.63 4.23 3.11
H 3.36 4.30 3.08
H 4.12 4.79 0.53
H 2.57 1.62 -2.43
H 2.55 -0.63 -0.92
H 4.17 -0.26 1.22
H 5.29 2.23 1.01
H 4.38 3.32 -1.34
H 0.62 2.39 -2.26
H -0.48 4.48 -3.07
```

Output
LUMO level: 0.8 eV
HOMO energy: -0.0779 hartree
net charge: -1

This record from OMol25 describes C39H35ClCrN2Si2 as an isolated structure. The level of theory is ωB97M-V/def2-TZVPD.

Geometry as XYZ:
```
80
Properties=species:S:1:pos:R:3
C -2.75 -2.21 4.13
C -1.38 -2.19 3.78
C -1.15 -1.05 2.94
H -0.62 -2.90 4.10
C -2.41 -0.37 2.78
C -3.38 -1.08 3.53
H -4.44 -0.82 3.64
H -3.25 -2.96 4.75
H -0.15 -0.67 2.68
H -2.59 0.55 2.21
Cr -1.05 -1.66 0.41
Si 2.68 -0.51 -2.75
C 4.00 0.67 -2.22
C 4.52 1.61 -3.12
H 4.10 1.67 -4.13
C 5.55 2.47 -2.73
H 5.96 3.19 -3.45
C 6.06 2.41 -1.43
H 6.86 3.08 -1.12
C 5.53 1.49 -0.52
H 5.91 1.43 0.50
C 4.52 0.61 -0.92
H 4.12 -0.12 -0.21
C 1.05 -0.21 -1.79
C 0.92 -0.29 -0.40
H 1.81 -0.44 0.22
C -0.27 0.27 0.27
H -0.22 0.71 1.27
C -1.64 0.00 -0.48
H -2.58 0.24 0.02
C -1.45 0.14 -1.93
H -2.31 0.24 -2.59
C -0.13 0.28 -2.47
H 0.00 0.62 -3.51
H 3.09 -1.83 -2.22
Si -0.65 1.53 -0.96
C -1.94 2.92 -0.73
C -1.62 4.08 0.00
H -0.62 4.21 0.41
C -2.58 5.08 0.18
H -2.32 5.98 0.73
C -3.87 4.92 -0.34
H -4.62 5.70 -0.18
C -4.19 3.78 -1.08
H -5.18 3.66 -1.51
C -3.22 2.78 -1.28
H -3.49 1.91 -1.88
C 0.86 2.75 -1.07
C 1.82 2.91 -0.07
H 1.78 2.32 0.85
C 2.87 3.82 -0.25
H 3.62 3.94 0.54
C 2.99 4.54 -1.44
H 3.82 5.23 -1.58
C 2.06 4.34 -2.47
H 2.17 4.87 -3.41
C 1.00 3.44 -2.28
H 0.29 3.28 -3.10
H 2.65 -0.62 -4.13
Cl -0.98 -2.68 -1.57
C 2.20 -4.34 1.58
C 1.52 -5.57 1.60
C 0.13 -5.59 1.42
C -0.54 -4.37 1.28
N 0.14 -3.19 1.20
C 1.48 -3.17 1.34
C -1.99 -4.25 1.25
C -2.87 -5.29 1.58
C -4.25 -5.03 1.58
C -4.70 -3.76 1.21
C -3.79 -2.77 0.86
N -2.46 -3.01 0.93
H 3.27 -4.27 1.73
H 2.05 -6.50 1.74
H -0.46 -6.50 1.38
H 1.95 -2.18 1.26
H -2.45 -6.26 1.84
H -4.95 -5.82 1.85
H -5.76 -3.50 1.19
H -4.09 -1.76 0.55
```

Output
<S²>: 6.096
LUMO level (alpha / beta): -0.6 / -0.7 eV
2S+1: 5
relative energy (zero: lowest compared OMol25 entry of this formula, charge and spin): 312.88 kJ/mol
HOMO energy (alpha / beta): -0.2281 / -0.2507 hartree

This record from OMol25 describes C39H35N6O6RbS as an isolated structure. The level of theory is ωB97M-V/def2-TZVPD.

Geometry as XYZ:
```
88
Properties=species:S:1:pos:R:3
Rb -0.17 0.07 -1.36
N 1.28 8.77 0.64
C 0.81 7.43 0.62
C 1.65 6.39 0.24
C 1.19 5.08 0.24
C -0.12 4.81 0.62
C -0.95 5.84 1.01
C -0.49 7.14 1.02
S -0.71 3.12 0.59
O -1.99 3.14 1.26
O 0.35 2.35 1.22
N -0.75 2.66 -0.92
C -1.66 3.19 -1.78
N -2.31 4.34 -1.49
C -3.17 4.78 -2.40
C -3.41 4.13 -3.60
C -2.66 2.98 -3.81
N -1.80 2.50 -2.94
H 2.03 8.92 -0.03
H 0.55 9.44 0.49
H 2.67 6.61 -0.07
H 1.84 4.27 -0.06
H -1.97 5.60 1.28
H -1.15 7.95 1.32
H -3.69 5.70 -2.15
H -4.12 4.51 -4.33
H -2.76 2.41 -4.73
C 1.94 -6.30 -2.17
C 1.30 -5.34 -1.41
C 1.03 -4.09 -1.95
C 1.36 -3.81 -3.26
C 2.01 -4.78 -4.03
C 2.30 -6.02 -3.49
N 1.03 -2.50 -3.74
N 0.88 -2.47 -4.97
C 0.58 -1.18 -5.56
C 0.53 -1.28 -6.96
C 0.21 -0.16 -7.70
C -0.07 1.02 -7.01
C -0.03 1.06 -5.62
C 0.31 -0.04 -4.80
H 2.17 -7.27 -1.75
H 1.02 -5.55 -0.39
H 0.54 -3.32 -1.35
H 2.26 -4.53 -5.06
H 2.80 -6.76 -4.09
H 0.72 -2.23 -7.44
H 0.17 -0.20 -8.79
H -0.34 1.92 -7.57
H -0.26 2.01 -5.15
O -3.56 -2.74 2.08
C -3.18 -1.64 2.80
C -3.76 -1.34 4.02
C -3.37 -0.22 4.73
C -2.37 0.60 4.22
C -1.77 0.28 3.01
C -2.17 -0.83 2.27
C -1.58 -1.08 0.88
O -2.33 -0.85 -0.08
O -0.37 -1.44 0.85
H -4.30 -3.15 2.54
H -4.54 -2.00 4.41
H -3.85 0.02 5.68
H -2.05 1.49 4.76
H -1.00 0.92 2.60
C -0.20 -2.44 5.96
C 0.76 -2.53 4.80
C 1.17 -3.76 4.31
C 2.00 -3.84 3.20
C 2.40 -5.22 2.73
C 2.41 -2.66 2.55
C 3.29 -2.80 1.38
O 3.61 -1.92 0.60
C 1.98 -1.41 3.03
C 2.27 -0.11 2.34
C 1.19 -1.38 4.17
H -0.26 -3.39 6.50
H -1.20 -2.20 5.59
H 0.08 -1.65 6.65
H 0.83 -4.67 4.79
H 1.92 -5.97 3.35
H 3.48 -5.39 2.79
H 2.10 -5.41 1.70
H 3.66 -3.82 1.19
H 3.26 -0.07 1.89
H 2.13 0.72 3.03
H 1.53 0.01 1.54
H 0.86 -0.41 4.54
```

Output
LUMO level: 4.0 eV
relative energy (zero: lowest compared OMol25 entry of this formula, charge and spin): 88.92 kJ/mol
HOMO energy: -0.0507 hartree
net charge: -2

This record from OMol25 describes C39H36MgN5O2S3 as an isolated structure. The level of theory is ωB97M-V/def2-TZVPD.

Geometry as XYZ:
```
86
Properties=species:S:1:pos:R:3
Mg -14.82 15.26 4.07
N -15.06 16.60 2.17
C -16.48 17.27 2.06
C -16.94 17.77 3.46
C -16.53 16.67 4.44
O -16.97 15.46 4.31
O -15.51 16.90 5.25
H -14.44 17.32 2.55
H -14.64 16.40 1.28
H -17.16 16.39 1.78
H -16.53 18.03 1.31
H -18.05 17.89 3.60
H -16.46 18.75 3.73
N -14.66 13.54 5.04
S -14.37 12.19 5.47
N -12.85 11.71 5.78
S -11.44 12.44 5.64
N -11.23 13.92 5.28
S -11.64 15.12 4.27
N -12.81 15.10 3.41
C -10.18 15.32 3.20
C -10.11 15.29 1.81
C -8.91 15.52 1.10
C -7.77 15.78 1.77
C -7.80 15.81 3.17
C -8.97 15.56 3.88
C -11.47 16.58 5.31
C -11.24 17.84 4.84
C -11.00 18.90 5.76
C -10.88 18.70 7.12
C -11.20 17.38 7.60
C -11.52 16.34 6.72
C -10.55 11.30 4.64
C -9.93 10.21 5.21
C -9.24 9.31 4.40
C -9.12 9.59 3.04
C -9.84 10.68 2.49
C -10.73 11.38 3.29
C -10.65 12.59 7.23
C -11.19 11.58 8.02
C -10.55 11.28 9.23
C -9.38 11.97 9.57
C -8.74 12.87 8.68
C -9.39 13.14 7.49
C -14.80 10.94 4.31
C -16.03 10.96 3.68
C -16.35 9.92 2.73
C -15.48 8.83 2.54
C -14.31 8.75 3.34
C -13.96 9.84 4.14
C -15.12 11.65 7.06
C -14.76 10.40 7.62
C -15.30 9.96 8.79
C -16.21 10.81 9.45
C -16.59 12.01 8.87
C -16.07 12.48 7.68
H -11.04 15.42 1.29
H -8.88 15.39 0.01
H -6.82 15.82 1.23
H -6.90 16.11 3.71
H -8.94 15.57 4.94
H -11.21 18.04 3.80
H -10.70 19.88 5.36
H -10.75 19.60 7.76
H -11.36 17.21 8.66
H -11.85 15.42 7.12
H -9.72 10.09 6.30
H -8.77 8.43 4.83
H -8.48 9.01 2.36
H -9.76 10.99 1.42
H -11.51 11.92 2.81
H -12.07 11.02 7.71
H -11.04 10.55 9.88
H -8.97 11.87 10.55
H -7.75 13.34 8.90
H -8.98 13.85 6.72
H -16.80 11.70 3.85
H -17.33 10.00 2.34
H -15.75 8.04 1.86
H -13.66 7.89 3.15
H -12.99 9.85 4.54
H -13.93 9.91 7.17
H -14.92 9.05 9.28
H -16.72 10.41 10.36
H -17.25 12.65 9.47
H -16.46 13.45 7.34
```

Output
LUMO level: -2.5 eV
relative energy (zero: lowest compared OMol25 entry of this formula, charge and spin): 259.24 kJ/mol
HOMO energy: -0.4076 hartree
net charge: +1

Computed values of electronic energy (unit: eV) for the preceding records, in sequence: -251258.491, -114549.709, -67332.641, -100686.093, -73727.878, -90511.182.
Computed values of max |F| (unit: eV/Å) for the preceding records, in sequence: 8.69, 3.27, 3.98, 7.40, 1.49, 3.05.